Model one:
Molecular formula: C3H6NS2
Method: DFT, the ωB97M-V functional and the def2-TZVPD basis

Calculated values
net charge	+1

Element x y z (Å)
C: 0.788 -1.352 0.655
C: -0.419 -0.721 0.636
C: -1.247 1.176 -1.012
N: -0.394 1.849 -0.298
S: 1.673 -1.920 -0.722
S: -1.400 -0.505 -0.858
H: 1.257 -1.357 1.568
H: -0.909 -0.409 1.472
H: -2.053 1.606 -1.616
H: 2.626 -2.422 0.067
H: 0.299 1.193 0.304
H: -0.222 2.863 -0.196


Model two:
Molecular formula: C3H6NS2
Method: DFT, the ωB97M-V functional and the def2-TZVPD basis

Calculated values
net charge	+1

Element x y z (Å)
C: 0.213 -2.146 0.351
C: -0.546 -1.270 0.174
C: -1.191 -0.023 0.083
N: 1.323 0.629 -0.635
S: -1.177 1.218 1.316
S: -1.885 0.244 -1.383
H: 0.820 -3.063 0.549
H: 1.504 1.524 -0.234
H: 1.704 -0.015 0.031
H: 1.764 0.669 -1.476
H: -0.341 0.609 2.325
H: -2.189 1.624 -1.099


Of them, model two has the lowest stability.


Model one:
Molecular formula: C2H4NO3S
Method: DFT, the ωB97M-V functional and the def2-TZVPD basis

Calculated values
SMILES	C/C=N/S(=O)(=O)[O-]
net charge	-1

Element x y z (Å)
C: 0.066 -0.249 0.353
C: -1.150 0.455 0.037
N: -2.381 -0.399 -0.677
S: -3.557 0.813 -0.748
O: -3.577 1.454 0.547
O: -4.778 0.135 -1.054
O: -3.129 1.688 -1.803
H: 0.126 -0.286 1.547
H: 0.825 0.316 -0.115
H: -0.164 -1.225 -0.236
H: -1.486 1.509 0.084


Model two:
Molecular formula: C2H4NO3S
Method: DFT, the ωB97M-V functional and the def2-TZVPD basis

Calculated values
net charge	-1

Element x y z (Å)
C: 0.181 -1.317 -1.809
C: -0.266 -2.570 -1.850
N: 0.523 -0.152 -1.801
O: -0.883 2.866 1.312
O: 0.550 2.363 3.297
O: 1.038 1.405 1.126
S: 0.022 1.990 2.017
H: 0.489 -3.302 -1.538
H: -0.694 0.886 2.326
H: -1.325 -2.642 -1.998
H: 0.364 0.474 -1.081


Of them, model one has the lowest stability.


Model one:
Molecular formula: C6H14N3
Method: DFT, the ωB97M-V functional and the def2-TZVPD basis

Calculated values
SMILES	CN1C(=[NH2+])NCC1(C)C
net charge	+1

Element x y z (Å)
C: 0.355 1.977 -0.002
N: 0.412 0.509 0.269
C: 1.501 -0.227 0.023
N: 2.747 0.280 0.000
N: 1.168 -1.555 -0.082
C: -0.220 -1.736 0.102
C: -0.802 -0.318 0.054
C: -1.413 -0.086 -1.303
C: -1.764 -0.030 1.236
H: -0.608 2.228 -0.359
H: 0.826 2.363 0.994
H: 1.043 2.501 -0.701
H: 3.444 -0.296 0.426
H: 3.018 1.221 -0.346
H: 1.763 -2.343 0.091
H: -0.395 -2.414 0.954
H: -0.612 -2.256 -0.846
H: -1.940 0.860 -1.353
H: -2.106 -0.879 -1.676
H: -0.570 -0.023 -1.974
H: -2.187 0.951 1.015
H: -1.165 -0.010 2.137
H: -2.496 -0.718 1.345


Model two:
Molecular formula: C6H14N3
Method: DFT, the ωB97M-V functional and the def2-TZVPD basis

Calculated values
SMILES	[H]/N=C(/CC)N(C=C)[NH2+]C
net charge	+1

Element x y z (Å)
H: 1.989 -1.939 1.203
N: 1.714 -1.874 0.190
C: 0.868 -1.047 -0.206
C: 0.544 -1.009 -1.642
C: 1.203 0.077 -2.480
N: 0.173 -0.080 0.591
C: 0.320 -0.090 2.201
C: -0.534 0.295 3.094
N: -0.500 0.978 0.222
C: -1.954 0.680 -0.219
H: -0.598 -0.944 -1.860
H: 0.907 -2.110 -1.886
H: 2.250 -0.075 -2.636
H: 0.828 0.129 -3.527
H: 1.026 1.061 -2.046
H: 1.347 -0.466 2.423
H: -0.221 0.452 4.180
H: -1.545 0.670 2.858
H: -0.504 1.613 1.043
H: -0.192 1.812 -0.469
H: -2.692 1.513 -0.075
H: -2.057 0.570 -1.266
H: -2.373 -0.215 0.308


Of them, model two has the lowest stability.


Model one:
Molecular formula: C14H19N3O4
Method: DFT, the ωB97M-V functional and the def2-TZVPD basis

Calculated values
SMILES	NC(=O)CC[C@H](N)C(=O)N[C@@H](Cc1ccccc1)C(=O)O

Element x y z (Å)
N: 4.287 -2.687 -0.234
C: 4.472 -1.344 -0.002
O: 5.133 -0.647 -0.735
C: 3.583 -0.681 1.154
C: 3.575 0.774 0.688
C: 2.812 1.169 -0.499
N: 2.786 2.606 -0.485
C: 1.349 0.553 -0.427
O: 1.161 -0.607 -0.707
N: 0.346 1.436 -0.199
C: -0.987 0.977 -0.122
C: -1.470 -0.212 0.834
C: -2.814 -0.748 0.338
C: -2.935 -1.505 -0.859
C: -4.181 -1.825 -1.298
C: -5.414 -1.416 -0.512
C: -5.187 -0.637 0.644
C: -3.878 -0.414 1.026
C: -1.839 2.154 -0.285
O: -1.449 3.251 -0.492
O: -3.191 1.919 -0.100
H: 3.633 -3.146 0.433
H: 4.908 -3.153 -0.880
H: 3.972 -0.828 2.295
H: 2.553 -0.992 1.070
H: 3.018 1.324 1.496
H: 4.569 1.189 0.560
H: 3.413 0.528 -1.229
H: 2.903 3.037 -1.413
H: 3.652 2.939 0.005
H: 0.587 2.437 -0.576
H: -1.028 0.356 -0.972
H: -0.610 -0.935 0.650
H: -1.622 0.045 1.982
H: -2.109 -1.871 -1.443
H: -4.281 -2.362 -2.185
H: -6.401 -1.657 -0.856
H: -6.005 -0.215 1.206
H: -3.823 0.219 1.923
H: -3.488 0.970 0.207


Model two:
Molecular formula: C14H19N3O4
Method: DFT, the ωB97M-V functional and the def2-TZVPD basis

Calculated values
SMILES	NC(=O)CC[C@H](N)C(=O)N[C@@H](Cc1ccccc1)C(=O)O

Element x y z (Å)
N: 6.886 0.367 -0.153
C: 5.580 0.509 -0.219
O: 5.073 1.388 -1.049
C: 4.695 -0.542 0.467
C: 3.250 -0.222 0.025
C: 2.214 -1.108 0.655
N: 2.762 -2.443 0.475
C: 0.817 -0.943 0.063
O: 0.271 -1.776 -0.678
N: 0.206 0.236 0.425
C: -1.200 0.458 0.040
C: -2.156 -0.080 0.999
C: -3.518 -0.290 0.442
C: -3.694 -1.498 -0.231
C: -4.908 -1.734 -0.918
C: -5.885 -0.676 -0.813
C: -5.704 0.508 -0.102
C: -4.477 0.676 0.623
C: -1.378 1.998 -0.044
O: -2.322 2.521 0.430
O: -0.291 2.709 -0.475
H: 7.212 -0.621 -0.048
H: 7.415 0.840 -1.119
H: 4.737 -0.323 1.507
H: 4.966 -1.524 0.269
H: 3.037 -0.296 -1.088
H: 3.051 0.866 0.180
H: 2.136 -0.738 1.721
H: 2.800 -2.779 -0.570
H: 2.084 -3.141 0.894
H: 0.568 0.880 1.216
H: -1.389 -0.020 -0.911
H: -2.138 0.584 1.877
H: -1.727 -1.053 1.456
H: -2.886 -2.272 -0.329
H: -5.145 -2.691 -1.477
H: -6.959 -0.780 -1.101
H: -6.490 1.213 -0.131
H: -4.371 1.528 1.265
H: 0.455 2.132 -0.589


Of them, model one has the lowest stability.


Model one:
Molecular formula: C2H3ClO
Method: DFT, the ωB97M-V functional and the def2-TZVPD basis

Calculated values
SMILES	C=C=O.Cl

Element x y z (Å)
C: -0.128 0.007 0.503
C: -1.096 0.603 1.024
O: -2.149 0.718 1.519
H: -0.321 -1.033 0.297
H: 0.832 0.319 0.162
Cl: -2.272 0.883 -1.773
H: -1.501 1.297 -0.877


Model two:
Molecular formula: C2H3ClO
Method: DFT, the ωB97M-V functional and the def2-TZVPD basis

Calculated values
SMILES	Cl[C@@H]1CO1

Element x y z (Å)
Cl: 2.187 0.414 0.073
C: 0.558 -0.065 -0.439
C: -0.804 0.081 0.443
O: -0.099 -1.112 0.079
H: 0.349 -0.009 -1.566
H: -0.414 0.500 1.471
H: -1.776 0.191 -0.061


Model three:
Molecular formula: C2H3ClO
Method: DFT, the ωB97M-V functional and the def2-TZVPD basis

Calculated values
SMILES	CC(=O)Cl

Element x y z (Å)
C: 0.249 0.046 -0.016
C: 1.673 0.289 0.010
O: 2.219 1.836 -0.325
Cl: 2.908 -0.766 0.139
H: -0.002 -0.221 1.055
H: -0.302 0.854 -0.353
H: -0.266 -0.785 -0.524


Of them, model three has the lowest stability.


Model one:
Molecular formula: C7H12N
Method: DFT, the ωB97M-V functional and the def2-TZVPD basis

Calculated values
net charge	+1

Element x y z (Å)
C: -2.547 0.276 0.117
C: -1.494 1.281 0.234
C: -2.463 -1.045 0.104
C: -0.217 0.841 0.086
C: 0.913 1.833 0.064
C: 0.533 -1.028 -1.381
C: 0.701 -1.088 1.053
N: 0.008 -0.554 -0.137
H: -3.644 0.637 0.236
H: -1.705 2.295 0.350
H: -2.090 -1.967 -0.033
H: 1.744 1.452 -0.458
H: 1.230 1.991 1.027
H: 0.691 2.719 -0.302
H: 0.110 -1.999 -1.598
H: 0.200 -0.370 -2.229
H: 1.542 -1.124 -1.276
H: 0.803 -2.112 0.871
H: 1.730 -0.587 1.216
H: 0.152 -0.817 1.996


Model two:
Molecular formula: C7H12N
Method: DFT, the ωB97M-V functional and the def2-TZVPD basis

Calculated values
net charge	+1

Element x y z (Å)
C: 0.635 1.241 0.413
C: -0.483 0.759 0.152
C: -2.650 0.928 -0.855
C: -1.804 0.309 0.031
C: 2.035 0.989 -0.161
C: 1.383 -1.455 -0.361
C: -2.132 -0.962 0.848
N: 2.396 -0.564 -0.009
H: 0.699 2.130 1.043
H: -3.682 0.672 -0.850
H: -2.279 1.582 -1.513
H: 2.067 1.051 -1.158
H: 2.940 1.445 0.267
H: 0.883 -2.103 0.380
H: 0.800 -1.150 -1.198
H: -3.259 -1.112 0.941
H: -1.615 -0.953 1.729
H: -1.683 -1.685 0.077
H: 3.123 -0.468 -0.709
H: 2.626 -0.655 0.933


Of them, model two has the lowest stability.